# 1
ArH30O15 as an isolated structure at a distorted geometry. Source: OMol25; level of theory: the ωB97M-V functional and the def2-TZVPD basis.

Output
- E (eV) = -45555.018
- HOMO (Ha) = -0.3832

The geometry in XYZ format:
```
46
Properties=species:S:1:pos:R:3:forces:R:3:mulliken_charge:R:1
Ar -0.277 0.075 -0.181 -0.06 -0.21 0.03 -0.028
O -3.118 1.372 -3.334 -0.07 0.15 -0.29 -0.616
H -2.487 2.012 -3.004 0.10 0.25 0.16 0.314
H -2.890 0.557 -2.887 -0.10 -0.48 0.18 0.315
O -2.434 -1.653 -3.161 -0.69 0.57 -0.02 -0.636
H -1.752 -1.191 -3.649 0.17 0.14 -0.20 0.299
H -1.965 -2.331 -2.676 0.29 -0.31 0.10 0.364
O -4.113 0.657 0.912 -0.11 0.11 -0.72 -0.696
H -3.406 0.205 1.374 0.23 -0.07 0.55 0.327
H -4.555 1.167 1.591 -0.11 0.02 0.29 0.312
O 1.680 -2.926 -0.814 -0.05 0.16 0.11 -0.843
H 2.289 -2.778 -1.538 0.34 0.19 -0.33 0.328
H 1.741 -3.864 -0.637 -0.02 -0.49 0.05 0.325
O 1.327 0.050 4.069 0.46 -0.36 0.45 -0.625
H 1.270 0.717 3.385 -0.19 0.57 -0.06 0.367
H 0.838 -0.695 3.720 -0.06 0.08 0.32 0.348
O 1.650 -0.099 -3.984 -0.21 -0.61 -0.44 -0.605
H 2.434 -0.165 -4.529 0.11 -0.02 -0.26 0.294
H 1.964 0.253 -3.152 -0.02 0.48 0.65 0.388
O 2.251 1.416 -1.705 -0.09 -0.16 -0.68 -0.754
H 2.888 2.024 -2.080 0.04 0.40 -0.19 0.309
H 2.672 1.089 -0.909 0.24 -0.31 0.93 0.393
O -2.331 2.640 -0.113 0.57 0.47 -0.25 -0.563
H -2.890 1.929 0.203 -0.64 -0.68 0.10 0.345
H -2.595 3.400 0.405 -0.04 0.28 0.04 0.246
O -0.538 -1.666 3.080 -0.43 -0.35 0.00 -0.760
H -1.295 -2.223 2.899 -0.31 -0.33 0.13 0.323
H 0.096 -1.896 2.401 0.46 0.09 -0.62 0.317
O -0.403 -3.409 -2.792 -0.04 -0.46 0.02 -0.693
H -0.113 -3.067 -3.637 0.01 0.08 -0.36 0.326
H 0.291 -3.162 -2.181 0.16 0.21 0.40 0.433
O 2.064 -1.830 1.708 -0.20 0.18 0.30 -0.661
H 2.185 -2.576 2.295 0.34 -0.06 0.44 0.293
H 2.179 -2.194 0.830 -0.29 -0.37 -0.76 0.381
O 3.026 0.670 0.858 0.08 0.56 -0.50 -0.619
H 3.967 0.761 1.005 0.30 0.15 0.20 0.306
H 2.843 -0.253 1.035 -0.30 -0.49 0.59 0.285
O 0.850 2.451 2.658 -0.02 -0.16 0.55 -0.685
H 1.578 2.201 2.090 0.29 0.14 -0.49 0.335
H 0.081 2.428 2.088 -0.15 0.18 -0.46 0.332
O 0.430 3.185 -0.424 0.32 0.41 0.32 -0.608
H -0.480 2.892 -0.469 -0.67 -0.05 0.03 0.376
H 0.942 2.417 -0.675 0.28 -0.09 -0.37 0.316
O -2.341 0.437 3.213 -0.64 0.25 -0.22 -0.594
H -1.898 1.194 3.595 0.14 0.20 0.16 0.311
H -1.653 -0.221 3.118 0.60 -0.26 0.09 0.376
```
Positions in Å, forces in eV/Å.

# 2
C14H25ClO3P2Rh as an isolated structure at a distorted geometry. Source: OMol25; level of theory: the ωB97M-V functional and the def2-TZVPD basis.

Output
- E (eV) = -55162.626
- net charge = +1
- HOMO (alpha / beta) (Ha) = -0.3130 / -0.4528
- spin multiplicity = 5
- expectation value of S² = 6.02

The geometry in XYZ format:
```
46
Properties=species:S:1:pos:R:3:forces:R:3:mulliken_charge:R:1
Rh 0.174 -0.317 -0.991 -1.85 0.52 -2.42 -0.135
H 3.121 -0.905 -2.656 -0.08 -0.27 -0.02 0.008
H 2.852 -1.605 -2.636 0.11 0.25 -0.03 -0.014
P 0.806 1.831 -1.386 -0.13 2.08 1.20 1.201
P -0.659 -2.412 -1.330 -1.18 -1.03 1.13 1.388
C -0.638 -3.371 0.232 -0.09 -0.26 -0.30 -1.092
H -1.192 -4.309 0.090 0.17 0.13 0.17 0.448
H 0.399 -3.591 0.517 -0.28 0.06 -0.02 0.368
H -1.123 -2.779 1.020 0.14 -0.21 -0.31 0.098
C -2.438 -2.284 -1.713 0.16 -0.23 -0.18 -1.182
H -2.549 -1.816 -2.696 -0.09 -0.12 0.13 0.357
H -2.882 -3.286 -1.718 -0.09 0.25 -0.04 0.419
H -2.914 -1.642 -0.959 0.10 -0.35 -0.27 0.280
C 0.075 -3.522 -2.564 0.02 0.18 -0.04 -1.196
H 1.114 -3.738 -2.285 -0.22 0.01 -0.08 0.340
H -0.503 -4.454 -2.606 0.18 0.22 0.00 0.408
H 0.064 -3.030 -3.543 0.02 -0.16 0.15 0.370
C -0.675 2.879 -1.621 0.22 0.10 -0.19 -1.141
H -0.381 3.935 -1.700 -0.19 -0.19 0.01 0.412
H -1.177 2.566 -2.544 0.02 0.14 0.19 0.343
H -1.368 2.738 -0.779 0.23 0.08 -0.25 0.252
C 1.619 2.570 0.089 0.02 0.23 -0.26 -1.084
H 2.599 2.095 0.243 -0.29 0.11 0.03 0.367
H 1.761 3.652 -0.051 0.03 -0.27 0.06 0.428
H 0.988 2.401 0.975 0.27 0.01 -0.32 0.126
C 1.927 2.239 -2.762 -0.13 -0.26 -0.05 -1.210
H 1.497 1.850 -3.692 0.15 0.11 0.12 0.391
H 2.058 3.327 -2.842 -0.05 -0.29 0.09 0.405
H 2.899 1.760 -2.593 -0.19 0.12 -0.06 0.334
C 1.553 -0.744 0.147 3.52 -1.20 0.96 -0.266
O 2.385 -0.980 0.926 -0.67 0.21 0.53 -0.377
H -0.104 -0.196 -2.573 0.33 -0.22 -0.25 0.055
Cl 1.341 0.848 6.143 -0.11 0.03 -0.31 -0.158
C 0.430 0.820 4.684 -0.49 -0.50 -0.71 0.322
C 0.064 -0.411 4.104 -0.21 0.44 -0.03 -0.843
C -0.735 -0.431 2.953 0.17 -0.16 -0.08 0.243
C -1.202 0.766 2.388 1.48 -0.10 0.94 0.537
C -0.754 1.990 2.913 0.08 0.28 0.23 -0.436
C 0.033 2.019 4.067 -0.17 -0.26 -0.22 -0.575
C -2.151 0.789 1.202 -3.10 0.96 -1.57 -0.074
O -3.045 1.654 1.247 1.75 -1.17 0.07 -0.486
O -1.927 -0.079 0.272 0.56 0.71 1.87 -0.246
H 0.389 -1.350 4.550 -0.08 0.30 -0.09 0.429
H -1.012 -1.390 2.510 0.10 0.41 0.22 0.253
H -1.041 2.943 2.460 -0.05 -0.46 0.15 0.502
H 0.321 2.971 4.510 -0.08 -0.21 -0.13 0.434
```
Positions in Å, forces in eV/Å.